Entry 1:
{"formula": "C36H37BF6O2S", "method": "the ωB97M-V functional and the def2-TZVPD basis", "total_charge": 0, "species": ["C", "C", "C", "C", "C", "B", "C", "C", "C", "C", "F", "F", "F", "C", "C", "C", "F", "F", "F", "C", "O", "C", "C", "C", "C", "C", "C", "O", "S", "H", "H", "H", "H", "H", "H", "H", "H", "H", "H", "H", "H", "H", "H", "H", "H", "H", "H", "H", "H", "C", "C", "C", "C", "C", "C", "C", "C", "C", "C", "C", "C", "C", "C", "C", "C", "C", "H", "H", "H", "H", "H", "H", "H", "H", "H", "H", "H", "H", "H", "H", "H", "H", "H"], "positions_angstrom": [[-3.611, 2.751, 2.052], [-2.275, 2.343, 1.575], [-2.012, 1.528, 0.475], [-0.621, 1.363, 0.276], [0.164, 1.915, 1.280], [-3.291, -1.062, 3.334], [1.565, 2.369, 1.042], [2.205, 3.288, 1.896], [3.564, 3.587, 1.752], [4.304, 4.389, 2.777], [4.936, 5.479, 2.244], [3.495, 4.840, 3.773], [5.281, 3.617, 3.372], [4.294, 3.108, 0.681], [3.683, 2.236, -0.190], [4.548, 1.604, -1.237], [3.977, 0.482, -1.754], [4.822, 2.435, -2.285], [5.761, 1.223, -0.717], [2.318, 1.923, -0.076], [-4.042, 0.009, 2.909], [-5.332, -0.619, 3.015], [-5.659, -0.705, 4.523], [-6.320, 0.207, 2.241], [-5.010, -2.092, 2.414], [-5.914, -3.187, 2.928], [-4.978, -2.106, 0.880], [-3.677, -2.315, 2.913], [-0.841, 2.854, 2.373], [-4.361, 2.429, 1.316], [-3.815, 2.261, 3.016], [-3.663, 3.845, 2.172], [-2.789, 1.085, -0.118], [-0.205, 0.834, -0.583], [1.661, 3.736, 2.727], [5.345, 3.370, 0.573], [1.865, 1.285, -0.830], [-6.658, -1.118, 4.673], [-4.909, -1.309, 5.064], [-5.610, 0.317, 4.937], [-7.282, -0.319, 2.171], [-6.458, 1.139, 2.803], [-5.917, 0.435, 1.245], [-6.928, -2.959, 2.618], [-5.615, -4.151, 2.488], [-5.869, -3.263, 4.019], [-5.986, -2.009, 0.457], [-4.341, -1.298, 0.479], [-4.574, -3.079, 0.559], [4.416, 0.056, 2.676], [2.939, -0.023, 2.745], [2.253, -0.698, 1.706], [0.889, -0.809, 1.795], [0.188, -0.288, 2.934], [-1.119, -0.683, 2.997], [-2.019, -0.707, 4.213], [-2.086, -1.792, 5.221], [-2.250, -1.734, 6.633], [-2.796, -2.893, 7.311], [-3.051, -2.909, 8.669], [-2.722, -1.827, 9.490], [-3.052, -1.835, 10.951], [-2.115, -0.704, 8.889], [-1.904, -0.647, 7.510], [0.878, 0.497, 3.912], [2.249, 0.591, 3.802], [4.752, 1.046, 3.006], [4.845, -0.709, 3.340], [4.759, -0.127, 1.655], [2.804, -1.108, 0.857], [0.320, -1.312, 1.007], [-1.289, -1.554, 2.337], [-2.136, 0.289, 4.674], [-1.926, -2.802, 4.834], [-3.045, -3.771, 6.714], [-3.527, -3.787, 9.136], [-2.274, -1.328, 11.530], [-4.001, -1.323, 11.165], [-3.154, -2.867, 11.311], [-1.829, 0.119, 9.540], [-1.442, 0.244, 7.085], [0.296, 0.959, 4.709], [2.823, 1.139, 4.566]], "forces_ev_per_angstrom": [[-0.4, 0.3, 0.4], [0.3, -0.8, -1.2], [0.5, 1.0, 1.5], [0.3, -0.1, 0.6], [-0.2, 2.1, -2.0], [1.1, 0.7, -0.9], [0.6, 0.1, -0.4], [0.3, -0.4, 0.2], [-0.7, 0.2, -0.2], [0.3, 0.4, 0.7], [-0.4, -0.9, 0.4], [0.6, -0.2, -0.6], [-0.8, 0.8, -0.5], [0.4, -0.1, 0.5], [-0.8, 0.0, -0.2], [0.4, -0.5, -0.7], [0.4, 0.7, 0.2], [-0.2, -0.6, 0.7], [-1.0, 0.3, -0.5], [0.2, -0.1, 0.7], [-0.7, -0.8, 0.6], [-0.2, -1.2, -0.3], [0.0, 0.4, -0.4], [-0.2, 0.0, 0.2], [-0.6, 0.9, -0.3], [0.2, -0.1, 0.1], [0.2, 0.0, 0.0], [-0.1, 0.7, 0.5], [0.0, -0.8, -0.7], [0.1, 0.1, 0.3], [-0.2, 0.3, -0.4], [-0.1, -0.3, 0.0], [-0.2, 0.0, -0.2], [-0.1, 0.2, 0.3], [0.2, -0.2, -0.1], [-0.2, -0.2, 0.0], [0.1, 0.0, 0.3], [0.1, 0.0, 0.2], [-0.4, 0.1, -0.2], [-0.1, -0.4, -0.1], [0.2, 0.2, -0.1], [-0.1, -0.1, -0.3], [-0.3, -0.1, 0.3], [-0.3, -0.1, 0.0], [-0.1, 0.3, 0.2], [0.0, 0.0, -0.2], [0.2, 0.0, 0.1], [-0.2, -0.3, 0.2], [-0.1, 0.4, 0.1], [0.5, 0.1, 0.3], [-0.4, 0.1, -0.3], [-0.2, 0.3, 0.9], [0.4, 0.0, 0.3], [1.4, 1.1, -0.2], [-2.9, -3.0, 1.0], [2.2, -0.2, 1.1], [1.4, 0.4, -1.0], [-1.1, -0.3, 1.9], [0.3, 0.7, -0.7], [0.0, -0.3, 0.2], [0.1, 0.6, -0.6], [0.0, -0.2, 0.3], [-0.3, -0.7, -0.3], [-0.2, -0.2, -0.5], [-0.5, -1.0, -0.7], [0.5, -0.1, -0.1], [0.2, -0.3, -0.1], [0.2, 0.2, -0.2], [0.2, 0.0, 0.1], [-0.1, 0.1, 0.3], [0.1, 0.1, 0.4], [-0.2, 0.5, 0.4], [0.2, -0.3, -0.1], [-0.4, 0.3, -0.1], [0.0, 0.2, 0.1], [0.3, 0.4, -0.4], [-0.1, -0.1, 0.0], [0.2, -0.1, -0.2], [0.1, 0.3, 0.0], [0.0, 0.0, -0.3], [-0.1, -0.2, 0.1], [0.3, -0.1, -0.1], [-0.2, -0.2, -0.4]]}

Entry 2:
{"formula": "C36H37BKN7OS5", "method": "the ωB97M-V functional and the def2-TZVPD basis", "total_charge": -2, "de_lowest_kj_mol": 72.5, "species": ["K", "C", "C", "N", "N", "C", "S", "S", "C", "C", "C", "C", "C", "C", "C", "C", "C", "C", "C", "C", "C", "O", "H", "H", "H", "H", "H", "H", "H", "H", "H", "H", "H", "H", "H", "H", "C", "N", "C", "C", "N", "B", "N", "C", "C", "N", "C", "C", "S", "C", "S", "H", "H", "H", "H", "H", "H", "H", "H", "H", "H", "H", "H", "N", "S", "C", "C", "C", "C", "C", "C", "C", "C", "C", "C", "C", "C", "H", "H", "H", "H", "H", "H", "H", "H", "H", "H", "H"], "positions_angstrom": [[-0.154, -0.578, -0.008], [0.762, -3.497, -1.631], [-0.518, -3.306, -0.856], [-0.435, -3.179, 0.420], [-1.683, -3.105, 1.034], [-1.874, -2.305, 2.024], [-0.885, -1.167, 2.869], [-3.561, -2.323, 2.654], [-4.399, -3.445, 1.491], [-5.873, -3.169, 1.519], [-6.669, -3.584, 2.586], [-8.028, -3.308, 2.610], [-8.618, -2.612, 1.562], [-7.834, -2.194, 0.495], [-6.473, -2.469, 0.475], [-1.800, -3.260, -1.627], [-2.209, -4.416, -2.277], [-3.408, -4.499, -2.976], [-4.205, -3.356, -3.037], [-3.812, -2.181, -2.430], [-2.593, -2.058, -1.696], [-2.242, -0.948, -1.168], [1.566, -3.834, -0.978], [1.071, -2.570, -2.127], [0.603, -4.230, -2.424], [-4.177, -4.477, 1.765], [-3.983, -3.272, 0.501], [-6.206, -4.122, 3.406], [-8.631, -3.637, 3.449], [-9.680, -2.396, 1.579], [-8.284, -1.652, -0.329], [-5.857, -2.149, -0.359], [-1.576, -5.297, -2.207], [-3.712, -5.424, -3.451], [-5.149, -3.386, -3.575], [-4.430, -1.290, -2.491], [2.761, -0.635, 2.873], [3.290, -0.608, 1.522], [3.101, -1.597, 0.565], [3.777, -1.193, -0.535], [4.373, 0.021, -0.268], [5.136, 0.840, -1.365], [4.093, 1.787, -2.048], [3.863, 3.077, -1.615], [2.812, 3.579, -2.298], [2.395, 2.584, -3.161], [1.223, 2.650, -3.997], [3.173, 1.474, -2.995], [2.961, 0.012, -3.837], [4.077, 0.379, 1.003], [4.556, 1.790, 1.847], [1.711, -0.945, 2.884], [2.853, 0.367, 3.280], [3.343, -1.320, 3.494], [2.482, -2.458, 0.758], [3.856, -1.630, -1.515], [5.573, 0.055, -2.169], [5.982, 1.531, -0.853], [4.462, 3.498, -0.825], [2.306, 4.528, -2.233], [1.131, 3.654, -4.415], [0.328, 2.404, -3.424], [1.333, 1.920, -4.795], [0.220, 2.026, -0.641], [0.549, 2.517, 0.817], [-0.984, 2.688, 1.753], [-0.998, 3.329, 2.985], [-2.155, 3.311, 3.745], [-3.284, 2.642, 3.282], [-3.257, 1.997, 2.058], [-2.102, 2.018, 1.284], [1.044, 4.243, 0.820], [0.186, 5.238, 0.371], [0.648, 6.540, 0.278], [1.960, 6.837, 0.639], [2.806, 5.836, 1.090], [2.352, 4.523, 1.178], [-0.461, 2.638, -1.096], [-0.109, 3.832, 3.349], [-2.171, 3.803, 4.710], [-4.177, 2.603, 3.893], [-4.114, 1.433, 1.712], [-2.077, 1.480, 0.342], [-0.836, 4.992, 0.100], [-0.011, 7.324, -0.073], [2.320, 7.857, 0.564], [3.830, 6.064, 1.361], [3.013, 3.718, 1.495]], "forces_ev_per_angstrom": [[0.7, 0.4, 0.0], [-0.1, 0.0, 0.0], [-0.1, -0.1, 0.0], [-0.1, -0.2, 0.0], [-0.1, 0.1, 0.1], [0.0, -0.2, -0.2], [0.0, -0.1, 0.0], [0.1, 0.1, 0.0], [0.0, 0.0, 0.0], [0.0, 0.0, 0.0], [0.0, 0.0, 0.0], [0.0, 0.0, 0.0], [0.0, 0.0, 0.0], [0.0, 0.0, 0.0], [0.0, 0.0, 0.0], [0.0, 0.0, 0.0], [0.0, 0.0, 0.0], [0.0, 0.0, 0.0], [0.0, 0.0, 0.0], [0.0, 0.0, 0.0], [0.0, 0.0, 0.0], [-0.3, -0.3, -0.2], [0.0, 0.0, 0.0], [0.0, 0.0, 0.0], [0.0, 0.0, 0.0], [0.0, 0.0, 0.0], [0.0, 0.0, 0.0], [0.0, 0.0, 0.0], [0.0, 0.0, 0.0], [0.0, 0.0, 0.0], [0.0, 0.0, 0.0], [0.0, 0.0, 0.0], [0.0, 0.0, 0.0], [0.0, 0.0, 0.0], [0.0, 0.0, 0.0], [0.0, 0.0, 0.0], [0.0, -0.1, 0.0], [-0.1, 0.1, 0.0], [0.0, 0.1, 0.1], [-0.1, 0.0, 0.0], [0.0, -0.1, 0.2], [0.0, 0.0, 0.0], [-0.1, 0.0, 0.0], [0.0, 0.0, -0.1], [0.1, 0.0, 0.1], [0.0, 0.0, -0.1], [0.0, 0.0, 0.0], [0.0, 0.0, 0.1], [0.0, 0.0, 0.0], [-0.1, 0.0, -0.1], [0.1, -0.1, 0.0], [0.2, 0.0, -0.2], [0.0, 0.0, 0.0], [0.0, 0.0, 0.0], [0.0, 0.0, 0.0], [0.0, 0.0, 0.0], [0.0, 0.0, 0.0], [0.0, 0.0, 0.0], [0.0, 0.0, 0.0], [0.0, 0.0, 0.0], [0.0, 0.0, 0.0], [0.0, 0.0, 0.0], [0.0, 0.0, 0.0], [0.0, 0.3, 0.0], [0.0, 0.0, 0.0], [-0.1, -0.1, -0.1], [0.0, 0.0, 0.0], [0.0, 0.0, 0.0], [0.0, 0.0, 0.0], [0.0, 0.0, 0.0], [0.0, 0.0, 0.0], [0.0, 0.0, 0.0], [0.0, 0.0, 0.0], [0.0, 0.0, 0.0], [0.0, 0.0, 0.0], [0.0, 0.0, 0.0], [0.0, 0.1, 0.0], [0.0, 0.0, 0.0], [0.0, 0.0, 0.0], [0.0, 0.0, 0.0], [0.0, 0.0, 0.0], [0.0, 0.0, 0.0], [0.0, 0.0, 0.0], [0.0, 0.0, 0.0], [0.0, 0.0, 0.0], [0.0, 0.0, 0.0], [0.0, 0.0, 0.0], [0.0, 0.0, 0.0]]}

Q: Which HOMO-LUMO gap values were calculated for the entries above? A: 3.81 5.94, in eV.